[1]
An isolated ion of composition C28H50Cl2N2OP and charge +1 in a non-equilibrium geometry. Source: the Open Molecules 2025 dataset; level of theory: wB97M-V/def2-TZVPD.

Spin multiplicity: 1
Total charge: +1
E_LUMO (eV): -2.408
SMILES: C#C[C@]1(/C(Cl)=C(/C)Cl)[C@H](CC=C)C[N@@+](CC(C)C)([PH2]=O)[C@H](CCCCCCCC)[C@H]1CCCN
HOMO (eV): -10.19
Frontier orbital gap (eV): 7.79

XYZ file:
```
84
C28H50Cl2N2OP | the Open Molecules 2025 dataset | wB97M-V/def2-TZVPD
C 4.314 -1.647 1.127
C 3.147 -1.632 0.910
C 1.695 -1.608 0.637
C 1.027 -2.672 1.539
Cl 2.063 -3.633 2.560
C -0.275 -2.982 1.604
C -0.847 -4.054 2.479
Cl -1.433 -2.132 0.618
C 1.564 -2.118 -0.844
C 2.334 -3.423 -1.089
C 1.803 -4.163 -2.299
C 0.461 -4.429 -2.489
C 2.150 -1.052 -1.750
N 1.413 0.266 -1.690
C 2.307 1.426 -2.090
C 3.175 2.092 -1.037
C 3.574 3.462 -1.651
C 4.472 1.330 -0.665
P 0.211 0.154 -3.044
O -0.546 -1.098 -3.027
C 0.570 0.441 -0.436
C -0.030 1.855 -0.304
C -1.501 1.817 0.182
C -2.461 2.169 -0.976
C -3.899 2.441 -0.507
C -4.942 1.596 -1.287
C -5.996 0.944 -0.364
C -5.958 -0.609 -0.386
C -6.186 -1.199 1.008
C 1.230 -0.116 0.849
C 0.423 0.144 2.120
C 0.726 1.534 2.776
C 1.388 1.408 4.176
N 2.575 2.269 4.330
H 5.278 -1.583 1.580
H -0.549 -5.022 2.074
H -0.462 -3.988 3.494
H -1.930 -3.992 2.530
H 0.511 -2.321 -1.036
H 3.390 -3.185 -1.230
H 2.249 -4.126 -0.263
H 2.538 -4.495 -3.033
H -0.250 -3.638 -2.732
H 0.018 -5.415 -2.360
H 2.044 -1.425 -2.775
H 3.221 -0.932 -1.604
H 1.680 2.179 -2.575
H 2.966 1.052 -2.876
H 2.664 2.340 -0.110
H 2.692 4.105 -1.636
H 3.864 3.312 -2.693
H 4.379 3.923 -1.090
H 4.351 0.883 0.320
H 5.276 2.052 -0.540
H 4.783 0.588 -1.397
H -0.544 1.333 -3.020
H 1.063 0.215 -4.162
H -0.307 -0.190 -0.603
H 0.583 2.504 0.314
H -0.071 2.347 -1.277
H -1.787 0.810 0.476
H -1.670 2.549 0.969
H -2.075 3.028 -1.533
H -2.410 1.329 -1.678
H -4.125 3.479 -0.753
H -4.021 2.336 0.569
H -5.484 2.241 -1.980
H -4.463 0.835 -1.902
H -7.014 1.237 -0.621
H -5.836 1.252 0.671
H -4.963 -0.888 -0.740
H -6.702 -0.993 -1.082
H -6.465 -2.249 0.936
H -5.279 -1.077 1.602
H -6.982 -0.673 1.536
H 2.151 0.454 0.991
H 0.663 -0.576 2.900
H -0.650 0.084 1.979
H -0.193 2.106 2.884
H 1.457 2.054 2.159
H 1.748 0.397 4.359
H 0.711 1.709 4.973
H 2.396 3.198 3.968
H 3.346 1.902 3.784
```

***

[2]
C4H7NO2 in the gas phase. Source: the Open Molecules 2025 dataset; level of theory: wB97M-V/def2-TZVPD.

Spin multiplicity: 1
Relative energy (zero: lowest compared OMol25 entry of this formula, charge and spin) (kcal per mole): 64.9
E_LUMO (eV): 0.637
SMILES: O=C[C@]1(CO)CN1
HOMO (eV): -9.99
Frontier orbital gap (eV): 10.62

XYZ file:
```
14
C4H7NO2 | the Open Molecules 2025 dataset | wB97M-V/def2-TZVPD
O -2.482 0.546 -0.645
C -1.313 0.551 -0.953
C -0.156 0.124 -0.084
C 1.225 0.373 -0.684
O 2.217 -0.375 -0.043
C -0.635 -1.005 0.794
N -0.003 0.153 1.370
H -1.028 0.695 -2.016
H 1.369 1.463 -0.532
H 1.278 0.192 -1.761
H 1.972 -0.319 0.898
H -0.166 -1.985 0.849
H -1.724 -0.973 0.867
H -0.595 0.756 1.927
```

***

[3]
A 10-piece molecular cluster, C54H89F3O21 overall in a non-equilibrium geometry. Source: the Open Molecules 2025 dataset; level of theory: wB97M-V/def2-TZVPD.

Spin multiplicity: 1
Relative energy (zero: lowest compared OMol25 entry of this formula, charge and spin) (kcal per mole): 33.3
E_LUMO (eV): 0.376
SMILES: C[C@H]1COC(=O)O1.C[C@H]1COC(=O)O1.C[C@H]1COC(=O)O1.COCCOCCOC.COCCOCCOC.COCCOCCOC.COCCOCCOC.Fc1ccccc1.Fc1ccccc1.Fc1ccccc1
HOMO (eV): -8.96
Frontier orbital gap (eV): 9.34

XYZ file:
```
167
C54H89F3O21 | the Open Molecules 2025 dataset | wB97M-V/def2-TZVPD
C -0.800 -3.452 6.621
C -0.749 -2.004 6.198
C -0.215 -1.064 7.310
O 0.721 -0.287 6.686
C 1.033 -0.816 5.519
O 1.837 -0.336 4.731
O 0.251 -1.893 5.212
H -1.032 -4.068 5.752
H -1.619 -3.561 7.332
H 0.141 -3.745 7.085
H -1.741 -1.746 5.828
H 0.215 -1.671 8.106
H -1.064 -0.454 7.620
C 1.669 4.477 1.622
C 1.154 4.774 3.033
C -0.335 5.202 3.106
O -0.816 4.345 4.113
C 0.123 3.476 4.532
O -0.063 2.674 5.400
O 1.261 3.634 3.850
H 1.056 3.701 1.164
H 2.698 4.119 1.581
H 1.639 5.387 1.022
H 1.788 5.499 3.542
H -0.750 4.956 2.129
H -0.404 6.272 3.301
C 2.525 -4.885 5.087
C 1.810 -5.231 3.802
C 1.285 -4.069 3.005
O 1.567 -4.422 1.681
C 2.442 -5.474 1.694
O 2.920 -5.973 0.733
O 2.697 -5.890 2.906
H 3.259 -4.083 5.000
H 3.043 -5.740 5.522
H 1.823 -4.511 5.832
H 0.995 -5.871 4.141
H 1.796 -3.129 3.214
H 0.232 -3.847 3.177
C 6.234 5.178 -2.585
O 5.076 4.387 -2.499
C 5.126 3.295 -1.549
C 3.916 2.335 -1.605
O 3.885 1.536 -2.847
C 3.159 2.157 -3.955
C 2.648 0.993 -4.878
O 1.659 0.264 -4.226
C 1.290 -0.949 -4.774
H 6.372 5.745 -1.664
H 6.149 5.967 -3.332
H 7.130 4.589 -2.782
H 5.111 3.742 -0.555
H 6.078 2.777 -1.434
H 2.956 2.809 -1.398
H 3.874 1.596 -0.805
H 3.853 2.851 -4.429
H 2.326 2.779 -3.627
H 3.482 0.332 -5.118
H 2.116 1.263 -5.790
H 0.656 -1.527 -4.102
H 2.151 -1.611 -4.863
H 0.762 -0.901 -5.727
C -6.190 1.713 -2.166
O -6.941 0.483 -2.187
C -6.525 -0.507 -3.103
C -5.073 -0.891 -2.986
O -4.357 0.159 -3.649
C -2.942 0.040 -3.398
C -2.087 1.174 -3.967
O -2.504 2.417 -3.499
C -1.760 3.465 -4.150
H -6.852 2.509 -1.827
H -5.864 2.040 -3.154
H -5.314 1.560 -1.536
H -6.702 -0.205 -4.135
H -7.067 -1.440 -2.954
H -4.854 -1.855 -3.444
H -4.736 -0.958 -1.951
H -2.643 -0.901 -3.860
H -2.774 -0.014 -2.322
H -2.099 1.032 -5.047
H -1.041 0.965 -3.744
H -2.060 3.675 -5.177
H -0.700 3.218 -4.207
H -1.958 4.385 -3.602
C -1.104 5.550 -0.778
O -2.223 5.363 0.025
C -3.197 4.471 -0.501
C -4.437 4.597 0.387
O -5.099 5.805 0.144
C -6.270 5.999 0.941
C -6.981 7.288 0.416
O -7.143 7.359 -1.015
C -7.360 8.688 -1.506
H -0.402 6.072 -0.128
H -1.241 6.120 -1.697
H -0.593 4.627 -1.051
H -2.886 3.427 -0.511
H -3.498 4.753 -1.510
H -4.118 4.594 1.429
H -5.066 3.719 0.238
H -5.874 6.070 1.954
H -7.015 5.205 0.980
H -6.254 8.057 0.681
H -7.890 7.447 0.996
H -8.308 9.045 -1.104
H -7.478 8.793 -2.584
H -6.476 9.274 -1.254
C -3.860 -7.610 -0.148
O -2.707 -6.722 -0.114
C -1.511 -7.284 -0.608
C -0.381 -6.228 -0.436
O -0.631 -5.005 -1.119
C -1.451 -4.025 -0.448
C -1.540 -2.765 -1.333
O -2.266 -2.975 -2.535
C -1.678 -3.645 -3.596
H -4.655 -7.118 0.412
H -3.671 -8.449 0.521
H -4.327 -7.830 -1.108
H -1.737 -7.596 -1.628
H -1.316 -8.203 -0.055
H 0.611 -6.485 -0.808
H -0.162 -6.048 0.616
H -1.096 -3.749 0.545
H -2.473 -4.377 -0.309
H -0.593 -2.339 -1.665
H -1.984 -1.955 -0.754
H -0.692 -3.245 -3.832
H -2.384 -3.636 -4.426
H -1.597 -4.701 -3.338
F -1.525 2.338 1.468
C -0.610 1.414 1.033
C 0.313 0.810 1.848
C 1.229 -0.099 1.353
C 1.217 -0.315 -0.024
C 0.349 0.264 -0.879
C -0.608 1.146 -0.373
H 0.439 1.117 2.875
H 1.926 -0.596 2.011
H 2.022 -0.922 -0.411
H 0.504 0.154 -1.942
H -1.317 1.591 -1.056
F 5.333 -1.618 5.464
C 5.431 -2.181 4.253
C 4.391 -1.955 3.324
C 4.461 -2.495 2.085
C 5.420 -3.507 1.814
C 6.395 -3.838 2.733
C 6.420 -3.104 3.919
H 3.656 -1.211 3.591
H 3.590 -2.197 1.522
H 5.422 -4.139 0.938
H 7.162 -4.554 2.476
H 7.254 -3.259 4.588
F 7.412 -2.890 -3.294
C 6.152 -2.861 -2.810
C 5.645 -4.067 -2.411
C 4.342 -4.121 -1.873
C 3.573 -2.932 -1.880
C 4.111 -1.745 -2.277
C 5.421 -1.724 -2.790
H 6.285 -4.935 -2.457
H 3.987 -5.124 -1.687
H 2.558 -3.064 -1.536
H 3.478 -0.875 -2.365
H 5.821 -0.806 -3.195
```

***

[4]
C30H28ClN4O4PtS2 as an isolated structure. Source: the Open Molecules 2025 dataset; level of theory: wB97M-V/def2-TZVPD.

Spin multiplicity: 1
Total charge: +1
Relative energy (zero: lowest compared OMol25 entry of this formula, charge and spin) (kcal per mole): 9.8
E_LUMO (eV): -3.033
HOMO (eV): -10.09
Frontier orbital gap (eV): 7.06

XYZ file:
```
70
C30H28ClN4O4PtS2 | the Open Molecules 2025 dataset | wB97M-V/def2-TZVPD
Pt 0.606 -1.064 0.474
Cl -5.937 -3.543 -0.442
C -4.349 -2.883 -0.635
C -4.159 -1.742 -1.408
C -2.894 -1.213 -1.561
C -1.768 -1.776 -0.943
O -0.580 -1.226 -1.171
C -1.984 -2.955 -0.186
C -0.852 -3.702 0.321
N 0.257 -3.138 0.606
C 1.457 -3.864 0.777
C 1.579 -5.105 1.335
C 2.837 -5.740 1.376
C 3.947 -5.125 0.869
C 3.854 -3.823 0.324
C 4.971 -3.093 -0.145
C 4.805 -1.811 -0.580
C 3.522 -1.236 -0.558
N 2.457 -1.904 -0.175
C 2.603 -3.189 0.288
C -3.264 -3.498 -0.054
H -5.009 -1.285 -1.895
H -2.750 -0.348 -2.196
H -0.935 -4.787 0.361
H 0.716 -5.591 1.772
H 2.917 -6.721 1.823
H 4.914 -5.610 0.901
H 5.949 -3.558 -0.136
H 5.637 -1.212 -0.921
H 3.367 -0.211 -0.863
H -3.403 -4.409 0.515
O 0.303 -0.463 4.429
S 0.161 -1.219 3.227
O 1.427 -1.062 2.333
O -0.213 -2.598 3.332
S -1.071 -0.216 1.870
C 1.906 4.403 2.079
C 1.754 3.180 2.764
C 1.517 2.020 2.082
C 1.403 2.001 0.666
C 1.111 0.835 -0.112
C 1.137 0.920 -1.484
C 1.406 2.133 -2.153
C 1.613 3.271 -1.435
C 1.613 3.232 -0.021
C 1.849 4.421 0.717
H 2.097 5.313 2.633
H 1.842 3.151 3.842
H 1.443 1.102 2.633
H 0.914 0.048 -2.086
H 1.434 2.148 -3.236
H 1.813 4.214 -1.932
H 2.007 5.344 0.171
N -3.501 4.077 -1.488
C -3.419 3.745 -0.017
C -2.026 3.189 0.259
N -1.690 2.088 -0.600
C -1.834 2.341 -2.002
C -3.215 2.881 -2.366
H -2.810 4.803 -1.693
H -4.415 4.467 -1.713
H -4.197 3.007 0.177
H -3.630 4.658 0.539
H -1.959 2.879 1.302
H -1.286 3.992 0.126
H -2.003 1.188 -0.265
H -1.640 1.430 -2.566
H -1.073 3.068 -2.316
H -4.006 2.159 -2.165
H -3.278 3.214 -3.402
```